Entry from OMol25: C22H40BrMoN4SSi as an isolated structure (ωB97M-V/def2-TZVPD).

Values from the calculation:
total energy = -4410.23558 Ha
E_LUMO (spin up / spin down) = -11.7821 / -11.1452 eV
2S+1 = 3
HOMO (spin up / spin down) = -17.2 / -17.2 eV
net charge = +3
gap between HOMO and LUMO (spin up / spin down) = 0.1984 / 0.2221 Eh

```
70
Properties=species:S:1:pos:R:3:forces:R:3:nbo_charge:R:1
Mo 1.9580 -2.3033 -1.2940 -0.16 0.49 -0.64 1.160
C -2.1055 -3.8939 -5.3230 0.02 0.06 0.01 -0.622
C -0.6881 -4.1650 -5.7985 -0.02 -0.04 0.01 -0.223
N 0.2673 -3.1744 -5.2547 -0.05 0.08 -0.02 -0.516
C 0.7940 -3.2574 -4.0544 0.09 -0.02 0.11 0.338
S 1.7874 -1.8568 -3.5049 0.33 -0.18 0.15 0.174
N 0.6694 -4.2931 -3.2761 -0.20 0.07 0.00 -0.376
N 1.3086 -4.1478 -2.0852 -0.15 -0.18 0.01 -0.323
C 1.5821 -5.2415 -1.4173 0.01 0.14 0.04 0.384
C 1.2121 -6.5997 -1.8643 0.00 -0.04 -0.06 -0.708
C 2.3305 -5.0146 -0.1707 -0.23 0.09 -0.03 0.137
C 2.6835 -5.9938 0.7247 0.00 -0.04 -0.02 -0.164
C 3.3462 -5.6272 1.8987 0.03 0.02 -0.01 -0.051
C 3.6669 -4.2978 2.1176 -0.01 -0.05 0.03 -0.205
C 3.3192 -3.3616 1.1616 0.10 -0.06 -0.11 0.099
N 2.6474 -3.7103 0.0477 0.57 -0.37 0.36 -0.540
H -2.7818 -4.6225 -5.7671 0.01 -0.02 0.01 0.255
H -2.4391 -2.9015 -5.6259 0.00 -0.01 -0.01 0.224
H -2.1778 -3.9751 -4.2380 -0.02 -0.02 0.00 0.209
H -0.6124 -4.0977 -6.8812 0.03 -0.02 0.00 0.240
H -0.3491 -5.1522 -5.4919 0.05 0.00 -0.03 0.226
H 0.4568 -2.3512 -5.8074 -0.02 0.01 0.01 0.433
H 0.5664 -6.5616 -2.7332 -0.01 -0.01 0.00 0.290
H 0.7087 -7.1327 -1.0545 0.01 0.01 0.01 0.274
H 2.1127 -7.1682 -2.1187 0.02 0.02 0.02 0.287
H 2.4533 -7.0286 0.5132 -0.03 0.00 0.07 0.272
H 3.6126 -6.3791 2.6305 0.02 -0.02 -0.03 0.276
H 4.1955 -3.9860 3.0074 0.00 0.02 0.00 0.280
H 3.5957 -2.3196 1.2688 -0.05 0.01 0.01 0.240
C -2.5867 1.8735 -0.3109 -0.06 0.04 0.04 -0.609
C -2.0865 3.2854 0.0692 0.12 -0.03 -0.04 -0.713
C -1.5465 3.9524 -1.2033 -0.10 0.04 0.01 -0.609
C -3.2563 4.1421 0.6101 0.02 0.04 0.06 -0.619
Si -0.8326 3.1874 1.4634 -0.01 0.31 0.07 2.479
Br 1.3508 -0.2873 -0.2577 -0.22 -0.14 0.04 -0.065
C 0.7702 4.1713 1.3595 -0.03 -0.42 0.10 -0.702
C 1.7641 3.7708 2.4593 0.08 0.20 -0.01 -0.610
C 0.3335 5.6397 1.5575 -0.05 0.04 -0.03 -0.625
C 1.4780 3.9977 0.0031 0.04 0.14 0.02 -0.608
C -1.2562 2.2614 3.0459 -0.21 -0.20 -0.20 -0.708
C -0.1448 1.2776 3.4605 0.05 0.11 0.05 -0.609
C -1.4525 3.3378 4.1374 0.05 0.10 -0.04 -0.619
C -2.5551 1.4460 2.9216 0.02 0.04 0.12 -0.610
H -3.0926 1.9437 -1.2762 0.00 0.00 0.01 0.240
H -3.3040 1.4807 0.4033 0.02 -0.03 0.02 0.236
H -1.7748 1.1468 -0.4245 -0.01 0.00 -0.03 0.193
H -2.3751 4.0375 -1.9105 0.01 0.00 0.00 0.237
H -0.7668 3.3612 -1.6827 0.02 0.00 -0.01 0.212
H -1.1757 4.9611 -1.0295 0.04 0.00 -0.01 0.224
H -4.0782 4.0957 -0.1086 0.01 0.01 -0.01 0.251
H -2.9741 5.1915 0.7147 0.00 0.00 0.00 0.235
H -3.6469 3.7979 1.5682 -0.02 -0.01 -0.01 0.224
H 1.3728 3.9208 3.4639 0.01 -0.05 0.01 0.224
H 2.6500 4.4040 2.3664 -0.02 0.02 0.00 0.240
H 2.0961 2.7373 2.3555 0.02 0.00 0.00 0.205
H -0.0972 5.8189 2.5452 0.01 0.00 0.00 0.234
H -0.3792 5.9760 0.8022 0.00 0.01 0.00 0.228
H 1.2174 6.2772 1.4693 0.01 -0.01 0.01 0.256
H 1.6441 2.9484 -0.2584 0.00 0.00 0.01 0.192
H 2.4611 4.4695 0.0748 0.00 -0.02 0.00 0.241
H 0.9535 4.4815 -0.8128 -0.04 -0.02 -0.05 0.236
H 0.7684 1.7743 3.7726 0.02 -0.01 -0.01 0.233
H 0.0940 0.5614 2.6682 -0.01 -0.01 0.00 0.192
H -0.5120 0.7054 4.3157 0.00 -0.02 -0.01 0.240
H -0.5857 3.9863 4.2673 0.00 -0.01 0.02 0.225
H -1.6235 2.8300 5.0897 -0.02 0.00 0.00 0.250
H -2.3242 3.9661 3.9423 -0.01 0.00 0.00 0.235
H -2.4568 0.6226 2.2150 0.00 -0.02 0.01 0.211
H -3.4163 2.0503 2.6440 -0.01 -0.03 -0.02 0.224
H -2.7745 1.0121 3.9000 0.00 0.01 0.00 0.237
```
Forces are in eV/Å.

***

Entry from OMol25: C22H40Ca2F8N4O37S8 as an isolated structure at a distorted geometry (ωB97M-V/def2-TZVPD).

Values from the calculation:
total energy = -9205.10210 Ha
E_LUMO = -1.8979 eV
HOMO = -10.2 eV
gap between HOMO and LUMO = 0.3063 Eh

```
121
Properties=species:S:1:pos:R:3:forces:R:3:mulliken_charge:R:1
Ca -1.1074 4.4358 1.2978 -0.49 -1.19 0.73 1.939
Ca 3.3572 -0.9279 1.1642 0.38 -1.02 -1.12 1.652
N 4.4133 -4.3878 -2.2388 -2.20 1.83 0.42 -0.589
S 3.0112 -3.8505 -1.5801 0.60 -3.46 2.00 0.660
O 1.7911 -4.0246 -2.2812 -0.25 0.38 -0.77 -0.295
O 3.1141 -2.7145 -0.7237 0.33 1.32 0.45 -0.185
F 2.9355 -5.0325 -0.5051 0.04 0.09 -0.07 -0.340
S 4.6622 -3.2070 -3.2741 2.56 0.75 -2.41 0.952
O 5.0845 -1.9532 -2.7246 -0.25 -0.10 0.34 -0.382
O 3.7437 -3.1608 -4.3642 -0.50 0.02 0.09 -0.556
F 5.9961 -3.7407 -3.9386 -0.30 -0.36 0.41 -0.305
N 1.6505 0.1634 0.2102 -2.49 1.19 -2.80 0.565
S 0.9805 0.3106 -1.3560 2.17 -2.21 -1.62 -0.187
O 1.0029 1.5654 -1.9843 0.08 0.92 0.42 -0.285
O -0.1486 -0.5318 -1.4889 -0.84 -0.09 0.51 -0.172
F 2.1109 -0.4924 -2.0889 0.33 0.13 0.39 -0.066
S 0.3928 0.7589 0.9801 0.68 2.11 5.52 0.280
O -0.6301 -0.1268 1.3868 -0.46 -0.64 -0.75 -0.406
O 0.1339 2.1323 0.7279 -0.68 0.08 -1.70 0.374
F 1.1698 0.9951 2.3949 0.67 -1.06 -0.35 -0.541
N 0.6016 3.4905 5.1387 -1.36 1.41 -0.66 -0.443
S 0.2316 5.0572 4.8654 2.35 0.30 1.97 0.939
O -0.8007 5.5504 5.6997 -0.67 0.28 -0.39 -0.590
O 0.3033 5.4387 3.4866 -0.40 0.23 -0.72 -0.470
F 1.5309 5.6385 5.5181 0.12 0.02 -0.45 -0.239
S -0.7304 2.8297 4.6201 0.54 -3.00 0.64 0.846
O -0.8805 3.0120 3.1940 -0.80 0.03 -0.34 -0.569
O -1.8797 2.8763 5.4472 -0.48 0.45 -0.22 -0.516
F -0.3015 1.3112 4.7565 0.20 0.35 -0.30 -0.261
N 0.4663 5.4307 0.1108 3.24 1.09 -1.42 -0.290
S 2.0473 4.9370 -0.0874 0.17 -1.87 1.19 0.861
O 3.0533 5.8734 0.2187 0.13 0.88 -0.04 -0.565
O 2.2076 4.1047 -1.2237 -0.22 -0.23 -0.25 -0.507
F 2.0983 3.9625 1.1605 -0.46 -0.10 -0.02 -0.285
S 0.4998 6.7558 -0.8381 -2.72 1.37 -0.86 0.858
O 0.5591 6.4583 -2.2286 0.47 -0.34 0.10 -0.577
O 1.1999 7.8606 -0.3145 0.36 0.16 0.33 -0.559
F -1.0408 7.1470 -0.6457 0.21 -0.26 0.45 -0.279
C 1.4147 -1.5936 -5.7114 0.31 -0.15 -0.26 -0.195
C 0.4555 -1.8218 -4.5382 0.83 1.03 0.03 1.759
O -0.7229 -1.1045 -4.9161 -0.14 -0.44 -0.22 -0.380
C -0.5503 -0.5107 -6.1245 0.25 -0.25 0.17 0.544
O -1.3912 0.1175 -6.6742 -0.18 0.25 -0.14 -0.553
O 0.6952 -0.7259 -6.5984 -0.30 -0.16 0.18 -0.380
H 1.7006 -2.5075 -6.2289 -0.20 0.01 -0.11 0.311
H 2.3396 -1.0980 -5.4278 -0.05 0.05 0.14 0.236
H 0.8606 -1.3051 -3.6748 -0.16 -0.44 0.15 -1.228
H 0.2910 -2.8678 -4.3125 -0.37 -0.07 -0.06 -0.047
C -2.1099 -3.5572 -1.9695 -0.43 -0.17 0.72 -1.058
C -1.9387 -4.8350 -2.7592 0.76 0.43 0.24 0.577
C -0.9614 -5.8792 -2.1716 0.29 -0.20 -1.17 -0.180
O -1.7815 -7.0144 -1.9175 0.13 -0.08 0.14 -0.429
C -3.0309 -6.8217 -2.3979 0.55 0.69 0.53 0.539
O -3.8926 -7.6231 -2.3498 -0.54 -0.47 -0.18 -0.508
O -3.1661 -5.5536 -2.8530 -0.06 0.03 -0.22 -0.444
H -2.8814 -2.9100 -2.3853 0.09 -0.06 -0.25 0.517
H -1.1858 -2.9884 -1.8606 0.12 -0.08 -0.35 0.026
H -2.4321 -3.8081 -0.9553 -0.14 -0.01 -0.07 0.394
H -1.5788 -4.5824 -3.7564 -0.33 -0.06 -0.18 0.192
H -0.3374 -5.6381 -1.3167 -0.48 0.27 0.35 0.163
H -0.2517 -6.1251 -2.9667 0.01 -0.24 0.14 0.257
C 2.7610 -4.1687 4.1239 0.46 0.44 -0.92 -0.724
O 1.4339 -3.8333 3.6947 -0.21 -0.52 0.44 -0.264
C 1.2408 -3.3495 2.4935 -0.30 0.27 0.19 0.424
O 2.0585 -2.6865 1.8654 0.41 0.21 0.03 0.012
O 0.0288 -3.6200 2.0963 0.35 -0.04 -0.22 -0.361
C -0.2987 -3.4695 0.6911 0.02 -0.40 -0.06 -0.019
H 3.0540 -5.1111 3.6619 -0.17 -0.15 0.23 0.310
H 2.7756 -4.2137 5.2029 -0.16 0.01 0.06 0.258
H 3.4590 -3.4219 3.7404 0.02 0.08 0.34 0.239
H 0.5138 -3.7944 0.0451 0.27 0.13 0.20 -0.160
H -0.5906 -2.4566 0.4295 -0.07 0.07 0.27 0.047
H -1.0956 -4.1927 0.5743 -0.25 0.24 -0.07 0.288
C -2.2503 -1.8813 3.8881 -0.64 -0.87 -1.15 -0.349
O -1.9432 -1.6142 5.2372 0.33 -0.03 -0.17 -0.213
C -2.9641 -1.1932 5.9754 -0.45 0.27 -0.06 0.746
O -4.0661 -0.9208 5.5672 0.09 -0.13 0.06 -0.567
O -2.5515 -1.1237 7.2283 0.33 -0.32 0.48 -0.340
C -3.5527 -0.8401 8.2074 0.04 0.15 0.13 -0.665
H -2.8382 -2.8013 3.7711 -0.05 0.05 0.45 0.466
H -1.3437 -2.0884 3.3331 0.30 0.44 0.29 -0.117
H -2.8435 -1.1211 3.3809 0.26 0.39 0.32 0.140
H -4.3670 -1.5591 8.1420 -0.19 0.25 -0.25 0.311
H -3.8610 0.1963 8.0899 -0.38 -0.12 0.02 0.287
H -3.1023 -0.9657 9.1884 0.31 0.04 -0.14 0.233
C 4.2799 1.7750 -2.4045 -1.35 -0.62 -0.17 -0.214
O 5.5528 1.2052 -2.0811 0.21 0.16 -0.09 -0.377
C 5.6361 0.3158 -1.1355 -0.05 0.44 0.37 0.677
O 4.6969 -0.2149 -0.5559 -0.51 0.20 0.69 -0.175
O 6.8525 0.0832 -0.7230 0.41 -0.42 0.05 -0.357
C 7.9641 0.6317 -1.4463 0.32 -0.23 -0.64 -0.724
H 3.7642 1.1470 -3.1325 0.38 0.07 -0.25 0.205
H 4.4160 2.7789 -2.7806 0.29 0.03 0.03 0.329
H 3.5953 1.7775 -1.5580 0.42 0.28 0.29 -0.052
H 7.9965 1.7160 -1.3875 -0.07 0.00 0.16 0.294
H 7.9198 0.3240 -2.4911 -0.18 0.09 0.02 0.308
H 8.8557 0.1746 -1.0307 -0.07 0.12 0.30 0.271
C -3.2883 0.1140 -1.3106 -0.30 -1.15 0.39 -0.852
O -2.6034 1.1036 -0.5371 -0.26 0.72 -0.42 0.172
C -3.1733 1.7523 0.4638 1.21 -0.78 0.28 -0.048
O -2.5666 2.6429 1.0194 -0.52 0.57 0.07 0.685
O -4.3016 1.2560 0.8836 -0.78 -0.40 -0.05 -0.451
C -4.7858 1.6940 2.1618 -0.45 0.18 0.46 -0.672
H -3.1976 0.3362 -2.3679 0.06 0.24 0.02 0.320
H -4.3203 -0.0235 -1.0057 -0.18 0.49 -0.11 0.426
H -2.8343 -0.8577 -1.1037 0.35 0.23 -0.10 0.019
H -5.5672 1.0016 2.4616 0.12 -0.20 -0.20 0.294
H -5.2548 2.6760 2.0938 0.28 0.08 -0.10 0.255
H -3.9990 1.6847 2.9130 0.11 0.09 -0.14 0.234
C -1.3344 3.6467 -3.0249 0.33 -0.96 0.86 -0.035
O -2.7035 4.0712 -2.8902 -0.14 -0.22 -0.49 -0.420
C -3.0992 4.4322 -1.7084 0.28 0.63 0.53 0.643
O -2.3760 4.7478 -0.7745 0.05 -0.24 0.30 -0.247
O -4.4157 4.4648 -1.6607 -0.40 -0.39 -0.34 -0.405
C -5.0404 4.9283 -0.4693 -0.09 0.71 0.04 -0.467
H -0.6294 4.3670 -2.6218 -0.05 0.31 -0.41 0.052
H -1.1783 3.3501 -4.0534 -0.05 0.49 -0.20 0.357
H -1.2144 2.7336 -2.4316 -0.05 0.10 0.01 -0.161
H -4.7629 4.3408 0.4034 0.12 -0.02 -0.05 0.003
H -6.1116 4.8771 -0.6370 0.02 -0.27 -0.10 0.245
H -4.8025 5.9845 -0.3298 0.17 -0.11 0.21 0.305
```
Forces are in eV/Å.

***

Entry from OMol25: C22H40CoN7O5P2S as an isolated structure at a distorted geometry (ωB97M-V/def2-TZVPD).

Values from the calculation:
energy above the lowest of the compared OMol25 structures with the same formula, charge and spin = 19.70 kcal/mol
total energy = -4085.19300 Ha
E_LUMO (spin up / spin down) = -6.1921 / -6.0644 eV
HOMO (spin up / spin down) = -14.3 / -14.3 eV
net charge = +2
gap between HOMO and LUMO (spin up / spin down) = 0.2968 / 0.3011 Eh

```
78
Properties=species:S:1:pos:R:3:forces:R:3:mulliken_charge:R:1
Co -0.2870 0.5913 1.0806 -0.20 0.31 0.41 0.072
O -0.3388 2.7874 4.3376 0.04 0.04 0.07 -0.669
C -0.0313 2.0395 3.4347 -0.17 0.23 -0.20 -0.017
N -0.5338 2.0738 2.1761 0.51 -0.02 0.06 0.910
C -1.5008 3.1021 1.8683 0.12 -0.02 0.19 -1.276
C -2.1561 2.7212 0.5984 -0.05 0.07 -0.21 0.567
C -3.1844 3.4532 0.0242 -0.01 0.03 -0.06 -0.952
C -3.6878 3.0576 -1.1988 -0.05 0.02 -0.02 -0.716
C -3.1504 1.9356 -1.8200 0.00 0.04 -0.02 -1.045
C -2.1476 1.2418 -1.1832 -0.08 0.18 0.04 -0.546
N -1.6619 1.6221 0.0108 -0.03 -0.69 -0.05 1.260
C 0.9824 0.9576 3.5561 0.09 0.03 0.15 0.510
C 1.6769 0.6922 4.7150 0.11 -0.02 0.03 -0.834
C 2.6358 -0.3107 4.6835 -0.01 0.00 0.01 -0.507
C 2.8715 -0.9834 3.4920 0.05 0.03 0.01 -1.189
C 2.1195 -0.6583 2.3771 0.07 0.13 -0.05 -0.936
N 1.1848 0.2888 2.4232 -0.33 -0.84 -0.44 0.894
H -1.0080 4.0740 1.7600 -0.04 0.05 -0.01 0.470
H -2.2267 3.2226 2.6783 -0.01 -0.03 0.04 0.454
H -3.5723 4.3221 0.5387 0.03 0.01 -0.01 0.599
H -4.4871 3.6162 -1.6679 0.00 -0.01 0.01 0.472
H -3.5122 1.5991 -2.7814 0.01 -0.01 0.01 0.610
H -1.7122 0.3616 -1.6175 -0.03 0.00 0.00 0.429
H 1.4580 1.2755 5.5990 0.02 0.01 -0.01 0.608
H 3.2001 -0.5583 5.5728 0.01 0.01 -0.01 0.489
H 3.6311 -1.7493 3.4228 -0.01 -0.01 0.00 0.519
H 2.2719 -1.1413 1.4216 -0.03 0.06 0.03 1.208
C 0.7891 3.0894 -2.1010 -0.06 -0.02 -0.02 -1.113
N 0.6556 1.6906 -2.5287 0.03 0.10 -0.07 0.831
C 0.4280 1.5287 -3.9686 -0.03 0.04 0.05 -1.032
P 1.4490 0.5578 -1.6585 -0.20 0.12 -0.11 -0.820
O 1.2589 0.7750 -0.1888 -0.10 0.54 0.19 -0.443
O 0.7514 -0.7968 -2.1703 0.15 -0.07 0.07 0.065
P -0.0489 -1.8013 -1.1703 -0.06 -0.16 -0.07 -0.885
O -0.8000 -1.0016 -0.1514 0.46 -0.23 0.20 0.048
N 1.0926 -2.8057 -0.5959 0.25 0.30 0.25 0.507
C 0.7837 -3.4433 0.6916 -0.08 -0.24 -0.14 -1.058
C 2.5043 -2.7929 -0.9788 -0.01 -0.07 -0.01 -0.870
N -1.0645 -2.6365 -2.1095 -0.23 0.04 0.07 0.419
C -0.5274 -3.4654 -3.1901 -0.04 -0.07 0.04 -1.012
C -2.4791 -2.2816 -2.2361 0.03 -0.01 -0.08 -0.944
N 3.0248 0.3241 -1.9735 0.17 0.16 0.01 0.805
C 3.4529 -0.1027 -3.3097 0.02 0.01 0.04 -1.069
C 4.0355 1.0940 -1.2342 0.04 -0.06 -0.01 -0.942
H 1.6300 3.5878 -2.5892 0.01 -0.01 -0.01 0.320
H 0.9199 3.1422 -1.0217 0.00 -0.01 0.00 0.249
H -0.1246 3.6241 -2.3664 -0.01 -0.02 0.00 0.378
H -0.5027 2.0324 -4.2334 -0.01 0.00 0.00 0.373
H 0.3341 0.4763 -4.2257 -0.01 0.00 0.00 0.231
H 1.2325 1.9716 -4.5604 0.02 0.00 0.01 0.290
H -0.2887 -3.6119 0.7796 -0.01 0.00 -0.01 0.356
H 1.1044 -2.8365 1.5395 -0.03 -0.08 -0.02 0.264
H 1.2830 -4.4102 0.7351 -0.01 -0.02 -0.02 0.476
H 2.6152 -2.5288 -2.0275 -0.01 0.00 0.02 0.255
H 2.9067 -3.7954 -0.8375 -0.01 -0.01 -0.01 0.534
H 3.0956 -2.0922 -0.3831 0.01 -0.02 -0.01 0.197
H 0.4725 -3.8131 -2.9371 0.00 0.00 0.00 0.221
H -0.4885 -2.9138 -4.1326 -0.01 0.01 0.01 0.301
H -1.1654 -4.3384 -3.3235 0.00 0.00 0.01 0.380
H -2.7868 -1.6763 -1.3885 -0.01 -0.02 0.02 0.203
H -3.0748 -3.1939 -2.2447 0.01 -0.01 -0.02 0.391
H -2.6727 -1.7361 -3.1644 0.02 0.00 0.00 0.330
H 2.6503 -0.6261 -3.8267 0.01 -0.02 0.01 0.286
H 4.2999 -0.7822 -3.2112 0.00 -0.01 0.00 0.372
H 3.7675 0.7480 -3.9183 -0.02 0.02 0.01 0.321
H 3.6203 1.4663 -0.3013 -0.01 -0.03 0.01 0.252
H 4.3992 1.9378 -1.8246 -0.03 0.00 -0.02 0.295
H 4.8826 0.4461 -1.0071 0.00 -0.01 0.00 0.334
C -2.5031 -1.7229 4.3092 0.10 -0.05 0.01 -1.070
S -2.2951 -0.1741 3.4655 -0.12 0.33 0.05 0.435
C -3.8976 -0.0656 2.6911 -0.01 0.00 -0.07 -0.974
O -1.3335 -0.5452 2.3306 -0.17 -0.03 -0.41 -0.077
H -3.3213 -1.6160 5.0212 0.01 0.00 0.00 0.445
H -1.5768 -1.9331 4.8397 -0.01 -0.02 0.01 0.369
H -2.7140 -2.4958 3.5717 -0.02 -0.01 0.03 0.344
H -4.6457 0.1359 3.4577 0.01 -0.01 -0.01 0.529
H -4.1072 -0.9957 2.1644 -0.01 0.02 0.00 0.345
H -3.8545 0.7688 1.9914 -0.04 0.00 0.02 0.176
```
Forces are in eV/Å.

***

- Number 2 is which compound?
  C22H40Ca2F8N4O37S8

***

- Which formula does entry 1 have?
  C22H40BrMoN4SSi

***

- Which value of total energy does entry 3 give?
  -4085.19300 Ha

***

- Among the records above, which one has the highest total energy?
  C22H40CoN7O5P2S